Entry from the Open Molecules 2025 dataset: C40H49N2P2SeSi2Ta as an isolated structure (ωB97M-V/def2-TZVPD).

Structure (XYZ):
```
97
Properties=species:S:1:pos:R:3:forces:R:3:mulliken_charge:R:1
Ta -0.53091 -0.28737 -1.19758 0.3 -0.6 -0.3 -0.2309
Se -1.00059 1.71226 -2.49943 -0.1 0.3 -0.3 -0.0096
P -1.60936 -1.03530 1.06195 -0.1 -0.1 0.2 1.5776
P 1.56108 -0.37062 0.48025 -0.1 0.1 0.0 1.2449
Si 2.11330 -1.66632 -2.52147 0.1 0.0 0.1 0.2311
Si -3.58551 -2.09009 -1.22279 0.1 0.0 0.0 0.0083
N -2.13293 -1.22115 -0.52779 0.0 0.0 0.0 0.3625
N 1.44497 -0.88191 -1.08093 -0.2 0.2 0.1 -0.0399
C 3.84040 3.55557 0.74103 0.0 0.0 0.0 -0.6776
C 2.45484 1.16833 0.55449 0.0 0.0 0.1 0.6731
C -4.98687 -2.07814 0.00075 0.1 0.0 -0.1 -0.9013
C 0.34470 5.04436 -0.35399 0.0 -0.1 0.1 -0.8247
C 3.32139 -0.57127 -3.40301 0.0 -0.1 0.0 -0.9608
C -2.67189 -0.04831 3.40277 0.0 0.0 0.0 -0.5278
C 2.39744 -2.53190 3.80290 0.0 0.0 0.0 -0.7353
C -0.06390 3.30688 -1.92632 0.0 0.0 0.2 0.5373
C -2.34909 -4.52494 2.98186 0.0 0.0 0.0 -0.8576
C -4.33452 1.68367 3.47898 0.0 0.0 0.0 -0.7115
C -0.27300 3.83324 -0.64970 0.0 -0.1 0.0 0.9150
C 3.53035 -2.07481 1.29987 0.0 0.0 0.0 -0.8108
C 4.17118 -2.89931 2.20747 0.0 0.0 0.1 -0.8642
C -2.74039 -0.03870 2.00882 0.0 0.0 0.0 0.9868
C 1.12487 5.72625 -1.27561 0.1 0.0 -0.1 0.5203
C 3.60220 -3.12729 3.45625 0.0 0.0 0.0 -0.7256
C -1.42826 -2.67245 1.75219 -0.1 0.0 0.0 1.1608
C -0.16059 -0.11602 0.72812 0.1 0.0 0.0 0.2381
C 2.79551 -3.32737 -2.05155 0.0 0.0 -0.1 -1.0245
C 0.92084 3.40648 -4.27509 0.1 0.0 -0.1 -1.5182
C -3.94869 -1.13892 -2.77734 0.0 0.0 0.0 -1.0313
C -3.47703 0.81039 4.13351 0.0 0.0 0.0 -0.8381
C 2.85166 1.64699 1.80530 0.0 0.0 0.0 -0.8341
C 1.77223 7.03223 -0.91507 0.0 0.0 0.0 -1.5158
C -4.38744 1.70963 2.09148 0.0 0.0 0.0 -1.0246
C -3.58814 0.85297 1.35375 0.0 -0.1 0.0 -0.9141
C 1.29764 5.16337 -2.53639 0.0 0.0 0.0 -0.9980
C -0.40924 -3.49963 1.27642 0.1 0.0 -0.1 -0.2409
C 2.30974 -1.49149 1.63970 0.0 -0.1 -0.1 0.8669
C -2.41047 -3.19386 2.59442 0.0 0.0 0.0 -0.8502
C -2.99851 -3.82190 -1.55730 0.0 0.0 0.1 -0.9266
C 2.75150 1.88806 -0.59953 0.0 -0.1 -0.1 -0.1117
C 3.53026 2.84849 1.89619 0.0 0.0 0.0 -0.8228
C 0.71714 3.95080 -2.89055 -0.1 0.0 0.1 0.2520
C 0.48680 -1.85035 -3.46394 -0.1 0.1 0.0 -1.1398
C -0.35301 -4.82502 1.66647 0.0 0.0 0.0 -0.6945
C 3.46310 3.07243 -0.50267 -0.1 0.1 0.0 -0.8980
C -1.11542 3.17234 0.40973 0.0 0.1 0.0 -1.3137
C 1.74625 -1.71305 2.89292 0.0 0.0 0.1 0.1543
C -1.32132 -5.33610 2.52383 0.0 0.0 0.0 -0.7909
H -5.92922 -2.12779 -0.55066 0.0 0.0 0.0 0.4940
H 2.46326 1.51554 -1.57538 0.0 0.0 0.0 0.2430
H -0.50811 2.54817 1.07558 0.0 0.1 -0.1 0.2867
H 0.61848 -2.27313 -4.46286 0.0 0.0 0.0 0.5528
H -1.88897 2.53399 -0.01756 0.0 0.1 0.0 -0.0001
H -0.21143 -2.52953 -2.95385 0.0 0.0 0.0 0.0745
H -0.02306 3.28224 -4.80858 0.0 0.0 0.0 0.3457
H -4.96314 2.35089 4.05316 0.0 0.0 0.0 0.4528
H -2.65737 -4.29783 -0.63411 0.0 0.0 0.0 0.2430
H -3.81261 -4.42963 -1.95836 0.0 0.0 0.0 0.4669
H 1.41445 2.43065 -4.26191 0.0 0.0 0.0 0.1520
H -5.02769 -1.18741 0.62303 0.0 0.1 0.0 0.2490
H 2.15043 7.54732 -1.79617 0.0 0.0 0.0 0.3926
H -3.43396 0.79740 5.21395 0.0 0.0 0.0 0.4892
H 1.06880 7.69286 -0.40933 0.0 0.0 0.0 0.3767
H -4.77193 -1.60466 -3.32303 0.0 0.0 0.0 0.4258
H 5.11683 -3.35703 1.95170 0.0 0.0 0.0 0.4768
H 1.54106 4.08700 -4.85540 0.0 0.0 0.0 0.4413
H 2.84618 0.32226 -3.81323 0.0 0.0 0.0 0.1507
H -4.23403 -0.10662 -2.56267 0.0 0.0 0.0 0.3114
H 1.88747 5.69042 -3.27798 0.0 0.0 0.0 0.3801
H 3.84089 3.22060 2.86292 0.0 0.0 0.0 0.4705
H -1.60430 3.93160 1.01924 0.0 0.0 0.0 0.6377
H 3.71365 3.62013 -1.39875 0.0 0.0 -0.1 0.4906
H -3.63101 0.87308 0.27094 0.0 0.0 0.0 0.6045
H 3.78778 -1.10870 -4.23179 0.0 0.0 0.0 0.4620
H -1.99598 -0.71872 3.91984 0.0 0.0 0.0 0.4218
H 0.80776 -1.24336 3.16315 0.0 0.0 0.0 0.4565
H 2.61267 6.87301 -0.23486 0.0 0.0 0.0 0.2699
H 1.96736 -2.70510 4.77983 0.0 0.0 0.0 0.4933
H -2.18221 -3.85572 -2.28145 0.0 0.0 0.0 0.2520
H -3.10730 -4.92784 3.63928 0.0 0.0 0.0 0.5039
H -3.22574 -2.57564 2.94478 0.0 0.0 0.0 0.5982
H 4.12036 -0.25005 -2.73119 0.0 0.0 0.0 0.3726
H 0.44256 -5.46148 1.30297 0.0 0.0 0.0 0.5313
H 0.34562 -3.11583 0.59849 0.0 0.0 0.0 -0.3331
H 3.98828 -1.88272 0.33565 0.0 0.0 0.0 0.5166
H 0.18755 5.47020 0.63137 0.0 0.0 0.0 0.4933
H 0.00828 -0.87701 -3.67298 0.0 0.0 0.0 0.4038
H 4.10774 -3.76838 4.16604 0.0 0.0 0.0 0.4493
H -4.94521 -2.95105 0.65441 0.0 0.0 0.0 0.2851
H -3.09308 -1.11638 -3.46022 0.0 0.0 0.0 0.2818
H -1.27645 -6.37322 2.82820 0.0 0.0 0.0 0.4705
H 3.82473 -3.25162 -1.69641 0.0 0.0 0.0 0.3675
H 2.64297 1.07754 2.70333 0.0 0.0 0.0 0.4341
H -5.05293 2.39597 1.58575 0.0 0.0 0.0 0.4994
H 4.39432 4.48238 0.81494 0.0 0.0 0.0 0.4750
H 2.20309 -3.80216 -1.26741 0.0 0.0 0.0 0.2416
H 2.80086 -3.99578 -2.91583 0.0 0.0 0.0 0.4819
```
Positions in Å, forces in eV/Å.

Results
**LUMO**: -6.19 eV
**HOMO**: -13.15 eV
**Orbital gap**: 6.96 eV
**Net charge**: +2

Entry from the Open Molecules 2025 dataset: a 2-piece molecular cluster, CH7N4O overall at a distorted geometry (ωB97M-V/def2-TZVPD).

Structure (XYZ):
```
13
Properties=species:S:1:pos:R:3:forces:R:3:mulliken_charge:R:1
O 2.03783 -1.13903 0.22445 -0.5 0.7 -0.5 -0.5008
N -1.53867 1.04026 0.34773 -1.0 -3.2 -2.3 -0.1744
N 0.17164 -0.81038 -1.69587 -1.1 2.7 3.0 -0.3029
N 0.14739 -0.70322 -0.34980 0.3 -1.6 -0.7 -0.0307
N 0.29217 0.74573 1.51600 0.1 0.4 -1.1 -0.6181
C -0.24487 0.36056 0.42492 3.2 0.9 2.0 0.3297
H 2.09254 -1.71702 1.00764 -0.5 -0.1 -0.1 0.3329
H -2.11569 0.24417 -0.06543 -0.6 1.6 1.1 0.3997
H 1.28125 0.53354 1.61598 -0.1 -0.7 0.1 0.3161
H -1.59847 1.85363 -0.24751 0.2 0.4 -0.4 0.3237
H 0.57279 -0.01136 -2.13313 0.5 0.5 -0.9 0.2695
H 0.50034 -1.67975 -1.98006 0.5 -1.9 -0.6 0.2859
H -1.59825 1.28286 1.33509 -0.9 0.1 0.4 0.3695
```
Positions in Å, forces in eV/Å.

Results
**LUMO (spin up / spin down)**: -4.97 / -5.53 eV
**HOMO (spin up / spin down)**: -14.01 / -14.73 eV
**Orbital gap (spin up / spin down)**: 9.04 / 9.21 eV
**Net charge**: +1

Entry from the Open Molecules 2025 dataset: a 2-piece molecular cluster, C3H2O3 overall at a distorted geometry (ωB97M-V/def2-TZVPD).

Structure (XYZ):
```
8
Properties=species:S:1:pos:R:3:forces:R:3:mulliken_charge:R:1
O 1.24244 -0.23495 0.97113 -0.3 0.1 0.3 -0.4798
O -0.40359 1.26863 -1.65782 0.4 -0.6 0.6 -0.3784
O -2.38513 0.09891 0.75141 0.6 0.0 -0.1 -0.1662
C 0.19781 0.50269 -1.00253 0.4 0.6 -1.0 0.6459
C 1.02190 -0.33243 -0.36846 -0.3 -0.1 -0.4 -0.3792
C -1.26130 0.08730 0.85769 -2.2 0.0 0.5 0.0700
H 1.27911 -1.25079 -0.88917 0.1 0.1 0.0 0.2725
H 0.30876 -0.13935 1.33775 1.3 -0.1 0.1 0.4152
```
Positions in Å, forces in eV/Å.

Results
**LUMO**: 0.13 eV
**HOMO**: -8.82 eV
**Orbital gap**: 8.95 eV
**Net charge**: 0